17
Properties=species:S:1:pos:R:3:forces:R:3 method="wB97M-V/def2-TZVPD" e_lumo_ev=0.5194 largest_force_ev_per_a=4.6 total_charge=0 gap_ev=9.864 spin_multiplicity=1 smiles="FC1=NC(F)(F)c2ccccc2S1"
F 3.644194 -1.282370 0.952822 1.1 -0.1 0.6
C 2.688702 -0.616520 0.397546 -2.3 -3.6 -1.9
N 2.436431 0.557831 0.559838 0.4 1.4 0.5
C 1.417775 1.163576 -0.217076 0.2 1.5 1.1
F 1.907865 1.284695 -1.476337 -0.4 0.2 -0.2
F 1.306710 2.445177 0.316765 -0.1 -0.6 -0.8
C 0.085892 0.482147 -0.145934 0.2 0.8 0.1
C -1.121746 1.204809 0.099225 2.9 -1.0 0.1
C -2.254844 0.547814 0.345393 1.6 -3.4 -1.9
C -2.306135 -0.842070 0.008327 3.5 1.8 0.6
C -1.154478 -1.544275 -0.279676 1.4 -0.4 -0.3
C 0.118345 -0.869991 -0.236440 -1.9 -1.6 -1.1
S 1.564662 -1.871677 -0.569237 0.8 2.3 1.5
H -0.953003 2.225504 0.165620 -0.3 1.9 0.3
H -3.128060 0.966933 0.590462 -3.0 1.9 0.9
H -3.219666 -1.241964 0.090285 -3.1 -2.0 0.0
H -1.032637 -2.609625 -0.601575 -1.0 0.9 0.6